Record 1
Computed, not measured: C20H21ClN4O5S in the gas phase, with ωB97M-V/def2-TZVPD.

Geometry (Å):
1 N -6.886 -1.558 0.500
2 C -6.769 -0.528 1.358
3 O -6.862 -0.631 2.559
4 C -6.534 0.821 0.664
5 O -5.892 0.716 -0.587
6 C -4.571 0.375 -0.615
7 C -3.971 0.387 -1.875
8 C -2.643 0.055 -2.017
9 C -1.875 -0.299 -0.904
10 C -0.471 -0.605 -1.068
11 N 0.239 -0.892 -0.047
12 N 1.573 -1.121 -0.123
13 C 2.449 -0.889 -1.138
14 O 2.147 -0.660 -2.289
15 C 3.901 -0.954 -0.667
16 C 4.469 -2.379 -0.620
17 C 5.564 -2.252 0.439
18 C 4.913 -1.327 1.467
19 N 4.029 -0.452 0.696
20 S 4.331 1.207 0.759
21 O 4.694 1.512 2.110
22 O 5.211 1.611 -0.299
23 C 2.677 1.797 0.419
24 C 2.340 2.227 -0.850
25 C 1.035 2.600 -1.119
26 C 0.089 2.536 -0.105
27 Cl -1.539 2.989 -0.435
28 C 0.430 2.112 1.173
29 C 1.736 1.738 1.431
30 C -2.486 -0.314 0.350
31 C -3.818 0.015 0.500
32 H -6.794 -1.417 -0.491
33 H -7.044 -2.486 0.855
34 H -7.512 1.264 0.452
35 H -5.994 1.486 1.346
36 H -4.570 0.671 -2.726
37 H -2.186 0.075 -2.995
38 H -0.075 -0.543 -2.079
39 H 1.986 -1.251 0.794
40 H 4.495 -0.332 -1.350
41 H 4.841 -2.697 -1.591
42 H 3.698 -3.077 -0.289
43 H 5.850 -3.210 0.867
44 H 6.444 -1.774 0.008
45 H 5.624 -0.720 2.026
46 H 4.305 -1.896 2.179
47 H 3.102 2.264 -1.613
48 H 0.750 2.931 -2.105
49 H -0.321 2.071 1.945
50 H 2.045 1.407 2.409
51 H -1.893 -0.589 1.207
52 H -4.262 -0.016 1.483

The structure (SMILES) is NC(=O)COc1ccc(/C=N/NC(=O)[C@@H]2CCCN2S(=O)(=O)c2ccc(Cl)cc2)cc1. For the HOMO energy, the calculation gives -8.25 eV. For the orbital gap, the calculation gives 8.42 eV. For the total energy, the calculation gives -2228.339016 a.u. Its relative energy (zero: lowest compared OMol25 entry of this formula, charge and spin) is 0.0 kcal/mol. Its lowest unoccupied orbital energy is 0.166 eV.

=====

Record 2
Computed, not measured: a molecular structure, C16H48FeNO19 at a distorted geometry, with ωB97M-V/def2-TZVPD.

Geometry (Å):
1 Fe 0.968 -2.514 2.058
2 N 0.019 -0.005 0.283
3 O 0.386 -1.016 1.010
4 O 0.694 0.309 -0.657
5 O -1.052 0.496 0.553
6 C -4.387 1.705 3.921
7 C -3.253 1.587 2.943
8 O -3.384 0.348 2.229
9 O -5.603 2.022 3.290
10 H -4.122 2.492 4.630
11 H -4.486 0.785 4.516
12 H -2.262 1.609 3.416
13 H -3.323 2.447 2.269
14 H -2.724 0.299 1.528
15 H -5.708 1.419 2.547
16 C -2.667 0.172 -2.160
17 C -1.869 -1.062 -2.459
18 O -2.587 -2.281 -2.272
19 O -3.596 0.365 -3.209
20 H -1.965 1.017 -2.089
21 H -3.168 0.142 -1.182
22 H -0.962 -1.061 -1.852
23 H -1.595 -1.001 -3.518
24 H -3.526 -2.072 -2.308
25 H -4.027 1.219 -3.107
26 C 3.645 -2.461 -2.364
27 C 3.709 -1.165 -1.595
28 O 4.839 -1.082 -0.729
29 O 3.524 -3.567 -1.461
30 H 4.506 -2.587 -3.027
31 H 2.770 -2.449 -3.027
32 H 2.817 -1.055 -0.976
33 H 3.743 -0.321 -2.295
34 H 5.614 -1.428 -1.181
35 H 4.213 -4.209 -1.647
36 C 0.106 -3.696 -0.573
37 C 0.223 -5.094 -1.089
38 O 1.240 -5.831 -0.425
39 O -0.210 -3.700 0.857
40 H -0.695 -3.156 -1.092
41 H 0.997 -3.084 -0.720
42 H 0.476 -5.080 -2.144
43 H -0.752 -5.582 -0.943
44 H 0.900 -6.172 0.406
45 H -0.973 -4.267 1.015
46 C -0.280 4.297 -0.058
47 C -1.620 3.836 0.472
48 O -2.432 4.944 0.860
49 O 0.388 5.066 0.920
50 H -0.425 4.892 -0.964
51 H 0.284 3.401 -0.337
52 H -1.460 3.217 1.359
53 H -2.170 3.337 -0.326
54 H -1.996 5.373 1.603
55 H 0.467 5.967 0.602
56 C 4.253 2.067 0.074
57 C 3.058 1.915 0.966
58 O 3.477 1.831 2.343
59 O 4.797 3.383 0.201
60 H 3.935 1.886 -0.951
61 H 5.039 1.353 0.337
62 H 2.508 1.005 0.720
63 H 2.476 2.834 0.837
64 H 2.735 1.513 2.863
65 H 5.072 3.478 1.118
66 C 0.994 2.330 -3.616
67 C 1.484 1.140 -4.400
68 O 2.854 1.270 -4.792
69 O 1.582 2.373 -2.323
70 H -0.104 2.329 -3.573
71 H 1.298 3.252 -4.115
72 H 0.858 0.907 -5.266
73 H 1.498 0.276 -3.728
74 H 2.927 1.900 -5.514
75 H 1.085 1.791 -1.741
76 C -2.424 -3.003 3.839
77 C -1.684 -1.831 3.281
78 O -0.238 -1.983 3.588
79 O -2.363 -2.889 5.242
80 H -1.996 -3.952 3.469
81 H -3.450 -3.002 3.448
82 H -2.012 -0.935 3.796
83 H -1.796 -1.774 2.205
84 H -0.116 -1.755 4.517
85 H -2.995 -3.474 5.671

Its spin multiplicity is 5. Its net charge is +1. For the HOMO energy (alpha / beta), the calculation gives -11.60 / -11.60 eV. For the orbital gap (alpha / beta), the calculation gives 6.42 / 6.19 eV. For the total energy, the calculation gives -3385.913198 a.u. Its relative energy (zero: lowest compared OMol25 entry of this formula, charge and spin) is 66.3 kcal/mol. Its lowest unoccupied orbital energy (alpha / beta) is -5.180 / -5.412 eV.

=====

Record 3
Computed, not measured: a molecular structure, C3HO2Rh at a distorted geometry, with ωB97M-V/def2-TZVPD.

Geometry (Å):
1 C -2.907 -0.540 -0.033
2 H -3.869 -1.026 -0.050
3 C -1.834 0.020 0.000
4 O 0.597 1.507 0.067
5 C 1.548 0.869 0.045
6 Rh 4.011 -0.958 -0.038
7 O 2.454 0.129 0.009

Its spin multiplicity is 6. Its net charge is +3. For the HOMO energy (alpha / beta), the calculation gives -26.13 / -25.12 eV. For the orbital gap (alpha / beta), the calculation gives 10.53 / 6.43 eV. For the total energy, the calculation gives -374.193021 a.u. Its relative energy (zero: lowest compared OMol25 entry of this formula, charge and spin) is 0.0 kcal/mol. Its lowest unoccupied orbital energy (alpha / beta) is -15.600 / -18.686 eV.

=====

Record 4
Computed, not measured: 2 unconnected molecules or ions with the total composition C2H5NO4 at a distorted geometry, with ωB97M-V/def2-TZVPD.

Geometry (Å):
1 O 1.123 0.049 3.406
2 C -0.038 -0.238 3.136
3 N -0.445 -0.510 1.862
4 C 0.216 -0.040 0.713
5 O -0.399 0.179 -0.285
6 O 1.499 0.234 0.830
7 H -0.671 -0.375 4.018
8 H -1.423 -0.764 1.765
9 H 1.820 -0.012 1.720
10 O -0.642 0.408 -6.093
11 H 0.219 0.406 -5.670
12 H -1.259 0.661 -5.403

The structure (SMILES) is O=CNC(=O)O.O. For the HOMO energy, the calculation gives -11.20 eV. For the orbital gap, the calculation gives 11.63 eV. For the total energy, the calculation gives -434.954862 a.u. Its relative energy (zero: lowest compared OMol25 entry of this formula, charge and spin) is 24.6 kcal/mol. Its lowest unoccupied orbital energy is 0.435 eV.